[1]
{"formula": "C45H28BaN4O", "method": "ωB97M-V with the def2-TZVPD basis set", "symbols": ["Ba", "O", "N", "N", "N", "N", "C", "C", "C", "C", "C", "C", "C", "C", "C", "C", "C", "C", "C", "C", "C", "C", "C", "C", "C", "C", "C", "C", "C", "C", "C", "C", "C", "C", "C", "C", "C", "C", "C", "C", "C", "C", "C", "C", "C", "C", "C", "C", "C", "C", "C", "H", "H", "H", "H", "H", "H", "H", "H", "H", "H", "H", "H", "H", "H", "H", "H", "H", "H", "H", "H", "H", "H", "H", "H", "H", "H", "H", "H"], "xyz": [[0.376, 0.714, -1.178], [0.513, 0.664, -5.410], [-0.883, -1.461, -1.277], [1.921, -0.978, -0.158], [0.962, 1.661, 1.059], [-1.845, 1.209, -0.097], [1.845, -5.306, -1.083], [1.535, -4.260, -1.948], [5.659, 1.113, 0.893], [-6.562, -2.327, -0.972], [-6.652, -0.603, -2.638], [-3.022, 0.634, -0.424], [2.261, 1.668, 1.441], [2.015, -5.709, -3.819], [0.335, 2.788, 1.478], [-4.611, -0.968, -1.398], [-1.533, 4.323, 1.974], [0.819, 1.317, -4.551], [-0.265, -2.616, -1.618], [-1.922, 5.615, 3.978], [6.928, 1.333, 1.409], [1.103, -2.930, -1.416], [-5.332, -0.273, -2.366], [-2.220, -1.564, -1.470], [-3.192, -0.601, -1.104], [2.493, 2.909, 2.164], [6.065, 1.082, 3.634], [3.214, 0.643, 1.179], [-7.270, -1.632, -1.942], [-1.288, -3.527, -2.117], [-2.477, -2.886, -2.033], [2.096, -2.191, -0.723], [-2.083, 5.359, 1.224], [-2.540, 6.514, 1.842], [-2.460, 6.646, 3.220], [-3.491, 2.469, 0.819], [4.579, 0.878, 1.741], [2.327, -6.743, -2.949], [1.619, -4.476, -3.321], [-2.052, 2.304, 0.670], [-1.048, 3.077, 1.311], [-5.242, -1.996, -0.702], [7.133, 1.318, 2.781], [-1.463, 4.463, 3.359], [3.051, -0.575, 0.471], [4.796, 0.864, 3.116], [3.463, -2.613, -0.433], [4.040, -1.633, 0.303], [1.322, 3.592, 2.185], [-4.084, 1.446, 0.155], [2.239, -6.541, -1.579], [6.216, 1.062, 4.705], [2.472, -7.346, -0.893], [-4.848, 0.531, -2.905], [5.037, -1.622, 0.715], [2.634, -7.706, -3.336], [-7.196, -0.054, -3.396], [-7.037, -3.127, -0.418], [5.498, 1.125, -0.178], [3.430, 3.222, 2.597], [-2.960, 7.312, 1.242], [-2.148, 5.255, 0.148], [-1.862, 5.702, 5.056], [-1.114, -4.536, -2.456], [7.755, 1.517, 0.735], [1.768, -5.145, -0.014], [-3.966, 3.239, 1.405], [1.144, 4.556, 2.633], [2.081, -5.862, -4.889], [-1.051, 3.653, 3.948], [3.958, 0.674, 3.775], [8.123, 1.489, 3.183], [-8.299, -1.890, -2.153], [-2.816, 7.547, 3.703], [-3.447, -3.272, -2.300], [-5.138, 1.227, 0.095], [3.910, -3.545, -0.740], [-4.690, -2.533, 0.060], [1.373, -3.668, -3.999]], "mulliken_charge": [1.7813, -0.1559, -0.5457, -0.8595, -0.9479, -0.2040, -0.0246, -0.2725, -0.0218, -0.8215, -0.8076, 0.1553, 0.2373, -0.8220, 0.2133, -0.2697, -0.1172, 0.1610, -0.1039, -0.8181, -0.8246, 1.4457, 0.0161, 0.2615, 1.2679, -1.0615, -0.8078, 1.3180, -0.3722, -1.0908, -1.1246, 0.2951, -0.0565, -0.8197, -0.3946, -1.0311, -0.3930, -0.3750, 0.0405, 0.1322, 1.2194, 0.0006, -0.3768, -0.1576, 0.4123, -0.0731, -0.9971, -1.2199, -1.0901, -1.1898, -0.8171, 0.3844, 0.3882, 0.4487, 0.4605, 0.3856, 0.3811, 0.3814, 0.4329, 0.4691, 0.3811, 0.4400, 0.3824, 0.4669, 0.3800, 0.4862, 0.4699, 0.5149, 0.3807, 0.4928, 0.4661, 0.3859, 0.3837, 0.3871, 0.4955, 0.4461, 0.4865, 0.4773, 0.4522], "total_energy_ev": -55822.34279}

[2]
{"formula": "C45H33IrNO7S2", "method": "ωB97M-V with the def2-TZVPD basis set", "symbols": ["Ir", "S", "S", "O", "O", "O", "O", "O", "O", "O", "N", "C", "C", "C", "C", "C", "C", "C", "C", "C", "C", "C", "C", "C", "C", "C", "C", "C", "C", "C", "C", "C", "C", "C", "C", "C", "C", "C", "C", "C", "C", "C", "C", "C", "C", "C", "C", "C", "C", "C", "C", "C", "C", "C", "C", "C", "H", "H", "H", "H", "H", "H", "H", "H", "H", "H", "H", "H", "H", "H", "H", "H", "H", "H", "H", "H", "H", "H", "H", "H", "H", "H", "H", "H", "H", "H", "H", "H", "H"], "xyz": [[-0.387, 0.825, 1.659], [-2.938, -1.034, 0.153], [-0.241, 2.342, -0.088], [0.392, 5.666, 3.629], [-2.987, 3.196, 5.635], [-1.074, 5.365, 6.238], [-1.545, 1.404, 3.504], [-0.723, 3.661, 0.296], [-2.497, 0.248, 0.811], [0.675, 2.811, 2.614], [0.076, -0.606, 3.217], [-0.264, -2.599, -4.990], [-1.263, 2.524, 3.989], [3.122, -2.318, 1.933], [0.550, -1.749, -5.721], [-2.453, -2.485, -1.996], [-1.902, 3.360, 5.109], [-0.648, -0.812, -3.287], [-2.197, -1.192, -1.472], [-2.413, -2.806, 2.185], [-2.024, -2.370, 0.903], [-3.326, 0.504, -3.921], [4.109, 1.770, 0.976], [-0.435, -4.171, 0.859], [-1.520, 1.172, -2.323], [2.394, -0.557, 3.917], [1.779, -1.912, 2.081], [-1.362, -0.302, -2.142], [4.053, -1.943, 2.862], [-4.024, 2.011, -5.696], [-0.816, 3.534, -2.441], [0.837, -0.466, -5.213], [-0.883, -2.120, -3.781], [1.528, 2.171, -0.064], [-0.087, 3.255, 3.468], [-0.273, -5.856, 2.680], [2.116, 0.891, -0.121], [-0.067, 4.650, 4.064], [-1.436, 3.708, -3.625], [1.423, -1.036, 3.063], [-0.869, 2.266, -1.816], [-2.423, 1.488, -3.400], [5.390, 1.539, 1.733], [3.673, -1.019, 3.834], [2.269, 3.273, 0.377], [-0.976, -3.028, 0.289], [-0.873, -4.642, 2.074], [-1.027, 4.615, 5.288], [-1.805, -3.899, 2.774], [3.373, 0.694, 0.393], [0.270, -0.018, -4.042], [-2.337, 2.719, -4.066], [3.561, 3.026, 0.876], [-1.870, -2.912, -3.140], [-3.128, 2.959, -5.264], [-4.116, 0.757, -4.995], [1.030, -2.302, 1.438], [-2.112, -4.245, 3.744], [3.826, -0.266, 0.436], [1.860, 4.298, 0.320], [0.938, -2.131, -6.667], [1.554, 0.113, -5.822], [-1.409, 4.697, -4.135], [5.066, -2.309, 2.850], [2.216, 0.219, 4.666], [5.193, 1.471, 2.809], [-0.209, -5.716, 3.750], [-0.291, 4.364, -1.984], [6.157, 2.343, 1.694], [1.559, 0.082, -0.512], [-0.526, -3.587, -5.355], [-2.127, -3.849, -3.539], [-0.102, -0.170, 4.137], [-4.757, -0.018, -5.308], [-0.642, -1.343, 3.091], [0.602, -6.162, 2.127], [4.363, -0.580, 4.551], [0.589, 0.939, -3.665], [-3.436, -0.462, -3.472], [3.298, -3.007, 1.091], [-3.194, -2.309, 2.759], [-3.203, -3.134, -1.572], [5.840, 0.588, 1.419], [-0.442, -2.622, -0.604], [-0.939, -6.728, 2.585], [0.381, -4.673, 0.349], [-4.618, 2.237, -6.537], [4.146, 3.853, 1.283], [-2.991, 3.858, -5.809]], "mulliken_charge": [1.9696, -0.2767, 1.3680, -0.4974, -0.5064, -0.4763, -0.8378, -0.6249, -0.5593, -0.4294, -0.5587, -0.9503, 0.6584, -1.0462, -0.6442, -0.6649, 0.1378, 0.2148, -0.2729, -1.3705, 0.9755, -0.4775, 0.4026, -0.8209, -0.7629, -0.7294, 0.5779, 3.0109, -0.6222, -0.6515, -0.7522, -0.8925, 0.7370, 0.2766, 0.4870, -1.8155, -0.0700, 0.0425, -1.4886, 0.1231, 0.8383, 0.8704, -1.5311, -0.6581, -1.0765, -0.1112, 1.1179, 0.3508, -0.5685, -0.7151, -1.0968, 1.1941, -0.6549, -1.2614, -1.0046, -1.1125, 0.4815, 0.5114, 0.6706, 0.4235, 0.3967, 0.4047, 0.3326, 0.4612, 0.3393, 0.2465, 0.4316, 0.5833, 0.4351, 0.7342, 0.4684, 0.6026, 0.5012, 0.5079, -0.1189, 0.3843, 0.4847, 0.4572, 0.3840, 0.4101, 0.4677, 0.4532, 0.3548, 0.3222, 0.3830, 0.3780, 0.4598, 0.4075, 0.4767], "charge": 1, "total_energy_ev": -87520.09371, "multiplicity": 5}

> What is the formula in the first record?

C45H28BaN4O